Record 1
Molecular formula: CBrClI2
Method: DFT, ωB97M-V/def2-TZVPD

Calculated values
- Relative energy (zero: lowest compared OMol25 entry of this formula, charge and spin): 0.716 eV
- Lowest unoccupied orbital energy (alpha / beta): -0.0879 / -0.0909 Eh
- Gap between HOMO and LUMO (alpha / beta): 7.1 / 6.9 eV
- Total energy: -3667.628479 Eh
- Net charge: 0

Cartesian coordinates (Å):
C1 0.1906 -0.1622 0.0599
Cl1 0.4626 -1.0193 1.4951
Br1 0.3141 -1.2975 -1.4367
I1 -2.3764 0.8547 0.0310
I2 1.4092 1.6244 -0.1493

=====

Record 2
Molecular formula: CBrClS
Method: DFT, ωB97M-V/def2-TZVPD

Calculated values
- Relative energy (zero: lowest compared OMol25 entry of this formula, charge and spin): 4.999 eV
- Lowest unoccupied orbital energy (alpha / beta): -0.0678 / -0.0679 Eh
- Gap between HOMO and LUMO (alpha / beta): 6.1 / 6.1 eV
- Total energy: -3470.272223 Eh
- Net charge: 0

Cartesian coordinates (Å):
C1 -0.2213 1.1955 0.1513
S1 0.7350 -2.0402 0.3972
Cl1 -1.1823 2.3466 0.4154
Br1 -0.9880 -0.9993 0.0660

=====

Record 3
Molecular formula: CBrF2N3O4
Method: DFT, ωB97M-V/def2-TZVPD

Calculated values
- Relative energy (zero: lowest compared OMol25 entry of this formula, charge and spin): 2.242 eV
- Lowest unoccupied orbital energy (alpha / beta): -0.1119 / -0.0529 Eh
- Gap between HOMO and LUMO (alpha / beta): 8.5 / 9.0 eV
- Total energy: -3276.631760 Eh
- Net charge: 0

Cartesian coordinates (Å):
C1 -0.6469 -0.5629 0.2120
N1 0.2261 -1.4809 -0.4713
N2 -0.1637 0.4684 1.1327
N3 -0.0986 1.1051 -1.9556
O1 1.2477 -1.0005 -0.7473
O2 -0.1169 -2.6057 -0.6096
O3 -0.8707 1.4518 1.3091
O4 0.9015 0.1911 1.6479
F1 0.4307 2.1007 -1.1400
F2 0.8797 0.8086 -2.7925
Br1 -2.4280 -1.0440 0.1849

=====

Record 4
Molecular formula: CBrFN2O2
Method: DFT, ωB97M-V/def2-TZVPD

Calculated values
- SMILES: O=[N+]([O-])F.N#CBr
- Relative energy (zero: lowest compared OMol25 entry of this formula, charge and spin): 0.187 eV
- Lowest unoccupied orbital energy: -0.0104 Eh
- Gap between HOMO and LUMO: 11.5 eV
- Total energy: -2971.787436 Eh
- Net charge: 0

Cartesian coordinates (Å):
C1 1.8081 -0.7072 -0.3522
N1 0.8539 -0.9539 -0.9397
N2 -1.3720 0.3070 0.2206
O1 -0.7274 0.6294 1.1056
O2 -1.9665 -0.5654 -0.3005
F1 -1.7781 1.6652 -0.5081
Br1 3.1820 -0.3751 0.7743

=====

Record 5
Molecular formula: CBrFNO2
Method: DFT, ωB97M-V/def2-TZVPD

Calculated values
- Relative energy (zero: lowest compared OMol25 entry of this formula, charge and spin): 1.950 eV
- Lowest unoccupied orbital energy (alpha / beta): 0.0876 / 0.0515 Eh
- Gap between HOMO and LUMO (alpha / beta): 7.7 / 6.7 eV
- Total energy: -2917.138461 Eh
- Net charge: -1

Cartesian coordinates (Å):
C1 -0.9151 -0.3361 -0.1402
N1 0.4059 0.3941 -0.2730
O1 -1.3193 -0.8427 -1.1753
O2 -1.1656 -0.2418 1.0444
F1 3.8003 -0.2447 -0.5890
Br1 1.7586 0.0394 0.6441

=====

Record 6
Molecular formula: CBrFNO2
Method: DFT, ωB97M-V/def2-TZVPD

Calculated values
- Relative energy (zero: lowest compared OMol25 entry of this formula, charge and spin): 0.410 eV
- Expectation value of S²: 2.009
- Lowest unoccupied orbital energy (alpha / beta): 0.1291 / -0.0257 Eh
- Multiplicity: 3
- Gap between HOMO and LUMO (alpha / beta): 7.4 / 4.1 eV
- Total energy: -2917.130484 Eh
- Net charge: -1

Cartesian coordinates (Å):
C1 -0.0446 0.9857 -0.2735
N1 -0.2193 -0.4206 -0.3384
O1 1.1678 0.9387 0.1034
O2 -0.7702 1.9073 -0.5725
F1 -0.6338 -0.8372 0.9064
Br1 1.1125 -3.9631 -1.6203

=====

Record 7
Molecular formula: CBrNO3
Method: DFT, ωB97M-V/def2-TZVPD

Calculated values
- Relative energy (zero: lowest compared OMol25 entry of this formula, charge and spin): 0.981 eV
- Lowest unoccupied orbital energy (alpha / beta): -0.0398 / -0.0833 Eh
- Gap between HOMO and LUMO (alpha / beta): 9.3 / 7.4 eV
- Total energy: -2892.513897 Eh
- Net charge: 0

Cartesian coordinates (Å):
C1 2.1656 0.7986 1.2171
N1 -1.6676 0.5573 -0.2540
O1 3.2869 0.9702 1.1151
O2 -2.7820 0.4863 -0.4086
O3 1.0522 0.6230 1.4584
Br1 -3.7647 -1.0569 -1.8650

=====

Record 8
Molecular formula: CCeF3O2S
Method: DFT, ωB97M-V/def2-TZVPD

Calculated values
- Relative energy (zero: lowest compared OMol25 entry of this formula, charge and spin): 0.000 eV
- Expectation value of S²: 2.009
- Lowest unoccupied orbital energy (alpha / beta): -0.1997 / -0.2982 Eh
- Multiplicity: 3
- Gap between HOMO and LUMO (alpha / beta): 7.2 / 4.6 eV
- Total energy: -1361.112633 Eh
- Net charge: +1

Cartesian coordinates (Å):
O1 3.5292 -0.1589 1.3821
Ce1 2.2345 -1.9402 1.3815
S1 -0.5395 -0.9658 -0.8166
O2 0.0181 -1.2415 0.6754
C1 -1.1487 0.7340 -0.6838
F1 -2.4021 0.8815 -1.2443
F2 -1.2875 1.0330 0.6128
F3 -0.4041 1.6578 -1.3073